(1)
The following is a DFT calculation (ωB97M-V/def2-TZVPD) of one molecule with the formula C4H2ClNO2 at a distorted geometry.

Results
HOMO level	-10.04	eV
relative energy (zero: lowest compared OMol25 entry of this formula, charge and spin)	50.9	kcal per mole
frontier orbital gap	9.33	eV
SMILES	O=Cc1oncc1Cl

Geometry as ORCA input:
```
! wB97M-V def2-TZVPD RIJCOSX def2/J DEFGRID3
* xyz 0 1
Cl 0.4277 1.1799 1.9994
O 1.8619 0.2408 -2.0974
O -0.6676 -0.5944 -1.1923
N -1.6529 -1.0409 -0.3426
C -1.4097 -0.6658 0.8771
C 1.5604 0.4748 -0.9824
C 0.2619 0.0686 -0.4734
C -0.2839 0.1589 0.8100
H -2.1504 -0.8446 1.5928
H 2.0525 1.0228 -0.1912
*
```


(2)
The following is a DFT calculation (ωB97M-V/def2-TZVPD) of C4H2ClNO3STl as an isolated structure at a distorted geometry.

Results
HOMO level	-23.42	eV
relative energy (zero: lowest compared OMol25 entry of this formula, charge and spin)	36.7	kcal per mole
frontier orbital gap	4.08	eV

Geometry as ORCA input:
```
! wB97M-V def2-TZVPD RIJCOSX def2/J DEFGRID3
* xyz 3 1
Tl 0.6492 -1.3213 3.3078
Cl -1.7856 -1.7581 -1.3322
S 2.6585 -0.0217 -1.9280
O -0.8131 0.7705 -1.3444
O -0.1276 2.9435 -0.4652
O 0.3165 1.0406 0.7584
N 1.1674 -1.2675 0.2913
C -0.2055 1.7120 -0.4070
C 1.8010 -0.9015 -0.7977
C -1.2344 -0.2895 -0.4253
C 0.0176 -0.3845 0.6074
H -2.1964 0.1982 0.0249
H -0.2476 -0.7208 1.7101
*
```


Asked for LUMO level across the records above, the calculation gives -0.71; -19.34 eV in order.